Record 1
C16H13LuN2O6 | the ωB97M-V functional and the def2-TZVPD basis

* energy above the lowest of the compared OMol25 structures with the same formula, charge and spin: 235.13 kJ/mol
* net charge: +2
* highest occupied orbital energy (alpha / beta): -15.1 / -15.1 eV

Last column: Mulliken charge in e.
Element x y z (Å)
O 0.2598 -4.3665 -3.5497  -0.2079
C -0.5547 -4.7973 -2.7822  0.2108
Lu -0.5339 0.1461 -3.0682  1.0599
O 2.3216 -1.9752 -2.7494  -0.1776
C 1.3539 -1.3483 -2.7608  0.2267
C 1.6289 0.6616 -4.1706  0.3709
O 2.8109 0.8726 -4.2727  -0.2102
C 0.5368 1.4359 -5.0049  0.2465
O 0.5048 2.2091 -6.0358  -0.1747
C 0.0327 -1.3017 -5.0115  0.3002
O 0.4957 -1.8776 -5.8899  -0.0947
H -1.6101 1.6397 -3.2378  -0.2166
C 0.5798 0.6604 3.5034  -0.8060
N 0.7469 1.0095 2.0923  0.1354
N -0.1365 0.6205 1.1395  0.3777
C 0.3128 0.9824 -0.0597  0.7887
O -0.3095 0.6738 -1.1585  -0.5743
C 1.5530 1.7073 0.1714  -1.0783
C 1.7719 1.6700 1.5018  0.9206
C 2.8433 2.2292 2.2873  -1.7131
C -1.2995 -0.1790 1.4508  0.3066
C -2.2233 0.3192 2.3541  -0.2259
C -3.2911 -0.5089 2.7542  -0.7190
C -3.4283 -1.7836 2.2001  -0.5532
C -2.5029 -2.2280 1.2496  -0.6791
C -1.4373 -1.4182 0.8609  -0.4990
H -0.3367 1.0918 3.8950  0.3268
H 1.4207 1.0647 4.0343  0.3848
H 0.5483 -0.4183 3.6487  0.3299
H 2.1230 2.1382 -0.6166  0.4457
H 2.5143 3.0452 3.0008  0.3572
H 3.4174 1.4960 2.9027  0.3859
H 3.5879 2.7148 1.6174  0.3488
H -2.1278 1.3418 2.7657  0.6350
H -4.0055 -0.1347 3.5060  0.3884
H -4.2511 -2.4159 2.5033  0.4415
H -2.6090 -3.2259 0.8044  0.3857
H -0.7073 -1.7507 0.1248  0.5559


Record 2
C3H3N3O2 | the ωB97M-V functional and the def2-TZVPD basis

* energy above the lowest of the compared OMol25 structures with the same formula, charge and spin: 135.52 kJ/mol
* net charge: -2
* highest occupied orbital energy (alpha / beta): 2.0 / 2.0 eV

Last column: Mulliken charge in e.
Element x y z (Å)
C -0.6414 -0.4560 -0.9066  -0.1586
C -1.9040 0.5804 0.4994  -0.0450
C 0.0994 0.4387 -0.1633  -0.3131
N -1.9824 -0.2679 -0.5596  -0.8633
N -0.7210 1.0844 0.8175  -0.7126
N 2.2309 0.4037 0.1274  0.0643
O 2.8981 0.2050 -0.8995  -0.6019
O 2.0283 -0.9424 0.8318  -0.5359
H -0.3461 -1.1181 -1.8074  0.3335
H -2.7814 0.9003 1.0652  0.4739
H 1.1194 -0.8282 0.9952  0.3588


Record 3
C34H47BF7IN3O11S | the ωB97M-V functional and the def2-TZVPD basis

* net charge: +1
* highest occupied orbital energy: -11.2 eV

Last column: Mulliken charge in e.
Element x y z (Å)
C 3.4598 4.4994 2.0997  -0.5065
C 2.7292 4.7260 0.9211  -0.1067
C 1.7133 4.9227 -0.3624  -0.3863
C 0.5038 3.7808 -0.2068  -0.4247
C 0.6900 2.5248 -1.3019  0.1151
C 1.2990 1.1832 -0.5656  -0.6590
C 0.2670 0.2885 0.3207  -1.2415
C -1.0837 0.9966 0.8942  0.4461
C -2.1930 1.6677 -0.0267  0.0337
C -3.0500 1.0639 -1.3057  -0.2796
N -2.6072 2.9760 0.2688  -0.7936
C 0.0903 -1.3177 -0.1123  1.0142
C -1.2534 -1.7048 -0.9174  0.0103
C -1.3805 -3.3067 -1.3106  -0.6268
C -2.8212 -3.9604 -0.7669  -0.9478
I -3.3215 -5.8231 -1.8901  0.0089
B -0.0480 -2.1672 1.3419  0.7888
O -1.2971 -2.7515 1.8528  -0.6544
O 1.1543 -2.3195 2.2370  -0.6370
C 1.4576 -1.9480 -0.8026  -1.1390
C 2.7471 -0.8846 -0.7575  -1.0762
C 4.1364 -1.6042 -1.1131  1.1394
F 5.3810 -1.0185 -0.4737  -0.3644
F 4.5034 -1.7885 -2.5334  -0.3240
C 4.2952 -3.1717 -0.5247  -0.2098
C 5.1050 -3.4855 0.9029  -0.3912
C 5.3218 -4.9930 1.5127  -0.5368
C 4.6995 -6.3118 0.7488  -0.5644
C 3.8931 -6.0290 -0.6839  -0.1068
C 3.2805 -7.3892 -1.4177  0.7306
F 2.5174 -7.0704 -2.6770  -0.2519
F 4.2857 -8.4613 -1.6099  -0.2132
F 2.2674 -7.9330 -0.4480  -0.2411
C 3.7132 -4.4964 -1.3146  -0.0702
N 2.3529 0.4239 -1.4065  1.3559
C 3.6002 1.3360 -1.2983  -0.3691
N 4.6136 1.2065 -2.4012  -0.4456
C 2.0537 0.3994 -2.8785  -0.9915
C 0.5740 -0.0205 -3.4064  1.4873
C 0.4213 0.5463 -4.9776  -0.7777
S -1.3954 0.9853 -5.3780  1.1352
O -2.3218 -0.2511 -5.4443  -0.5489
O -1.3444 1.5918 -6.8334  -0.6064
O -1.9873 2.2604 -4.3822  -0.4256
H 4.0246 4.4322 3.1497  0.3400
H 2.2343 4.9115 -1.4065  0.2859
H 1.2264 6.0004 -0.2264  0.3600
H 0.5765 3.4270 0.9058  0.1568
H -0.4918 4.3671 -0.4650  0.3835
H -0.3047 2.3788 -1.8865  -0.7196
H 1.4398 3.0102 -2.0955  0.7732
H 1.9872 1.7317 0.2556  0.4097
H 0.8700 0.1205 1.3589  0.2480
H -1.6814 0.2667 1.6326  -0.2419
H -0.6808 1.8276 1.6573  0.3693
H -3.5960 0.0612 -0.9954  0.1823
H -3.9105 1.7905 -1.6767  0.3677
H -2.4000 0.8202 -2.2480  -0.2049
H -2.1007 3.3530 1.0914  0.3105
H -1.4736 -1.1330 -1.9119  -0.2331
H -2.1982 -1.4803 -0.2213  0.3294
H -1.4632 -3.3876 -2.4997  0.4944
H -0.4557 -3.9574 -1.0188  0.2430
H -3.6860 -3.2118 -1.0326  0.3893
H -2.7809 -4.2879 0.3554  0.3566
H -1.7183 -2.0517 2.4326  0.2294
H 0.9492 -3.1602 2.7483  0.2960
H 1.3406 -2.2424 -1.9288  0.0750
H 1.6473 -2.9557 -0.2421  0.7865
H 2.8469 -0.6301 0.4090  0.4742
H 5.5724 -2.5891 1.5378  0.2627
H 5.9210 -5.1916 2.5107  0.3057
H 4.8264 -7.3989 1.1729  0.3482
H 3.1275 -4.4023 -2.3442  0.3178
H 3.3663 2.4777 -1.2506  0.2354
H 4.0247 1.0942 -0.2069  0.4187
H 4.5699 2.0322 -3.0703  0.3000
H 5.5608 1.2184 -1.9378  0.3234
H 2.2309 1.4752 -3.3741  0.5856
H 2.7807 -0.2931 -3.5240  0.1399
H -0.3351 0.4474 -2.8454  -1.4097
H 0.3616 -1.1659 -3.5169  0.3560
H 0.7345 -0.3245 -5.7308  0.4006
H 1.0166 1.5316 -5.1703  0.3558
H -1.2256 2.8152 -4.0424  0.3454
C -4.1962 0.6762 5.3260  -0.3143
C -3.8325 -0.2323 4.2016  0.2183
O -2.8575 0.4967 3.4912  -0.1291
C -2.2507 1.2813 4.4255  0.5650
O -1.1835 1.8470 4.2555  -0.5578
O -2.9805 1.3509 5.5805  -0.3217
F -4.8905 -0.4365 3.3851  -0.3204
H -4.9651 1.4054 5.0497  0.0787
H -4.5334 0.1289 6.2104  0.3088
H -3.4149 -1.1938 4.5186  0.3686
C -4.5353 4.3026 3.6403  -0.1238
C -5.5294 5.3143 3.1822  0.2136
O -6.7649 4.7680 3.5849  -0.2878
C -6.4800 4.0236 4.6901  0.6305
O -7.3187 3.6212 5.4790  -0.5418
O -5.1377 3.7891 4.8113  -0.2843
F -5.5279 5.4159 1.8341  -0.2787
H -4.3939 3.4908 2.9190  0.0771
H -3.5617 4.7474 3.8631  0.3136
H -5.4011 6.3050 3.6311  0.2915


Record 4
C43H26N12Tl | the ωB97M-V functional and the def2-TZVPD basis

* energy above the lowest of the compared OMol25 structures with the same formula, charge and spin: 0.00 kJ/mol
* net charge: +1
* highest occupied orbital energy (alpha / beta): -9.2 / -9.2 eV

Last column: Mulliken charge in e.
Element x y z (Å)
Tl 0.1198 -0.0359 -0.0189  2.8710
C -0.1768 -4.9798 -4.4036  -0.6914
C 0.7835 -5.5712 -3.5792  -0.7100
C 1.1866 -4.9689 -2.3978  -0.2912
C 0.6044 -3.7570 -2.0618  0.2880
C 0.7968 -2.8621 -0.9281  -0.2345
N 1.6020 -3.0814 0.1067  -0.6026
C 1.8560 -2.2595 1.1259  -0.3060
C 2.6497 -2.5869 2.3008  0.3872
C 3.3027 -3.7476 2.6894  -0.2781
C 3.9734 -3.7341 3.9011  -0.7166
C 3.9920 -2.5940 4.7105  -0.6947
C 3.3332 -1.4346 4.3359  -0.4794
C 2.6614 -1.4393 3.1217  0.1203
C 1.8717 -0.4263 2.4412  -0.7876
N 1.5715 0.7797 2.9290  -0.5172
C 0.7313 1.6815 2.4193  -0.3736
N 0.0553 1.5979 1.2318  -0.0697
C -0.8140 2.6378 1.0771  -0.0392
N -1.6509 2.8401 0.0616  -0.5321
C -1.9080 2.0188 -0.9531  -0.0401
N -1.4313 0.7498 -1.1231  0.0764
C -1.9165 0.1813 -2.2693  -0.5383
N -1.6078 -1.0167 -2.7639  -0.4874
C -0.7394 -1.8988 -2.2717  -0.2406
N -0.0218 -1.7860 -1.1150  0.6544
C -0.3585 -3.1564 -2.8996  -0.1247
C -0.7591 -3.7650 -4.0785  -0.3779
C -2.7907 1.1597 -2.9012  0.1391
C -3.5098 1.1355 -4.0864  -0.2749
C -4.2259 2.2719 -4.4267  -0.7033
C -4.2163 3.4090 -3.6152  -0.7105
C -3.4917 3.4449 -2.4347  -0.1574
C -2.7826 2.3076 -2.0806  0.0272
C -0.6673 3.5006 2.2402  0.0982
C -1.3129 4.6707 2.6100  -0.1135
C -0.9678 5.2367 3.8263  -0.7170
C -0.0092 4.6490 4.6563  -0.6949
C 0.6359 3.4771 4.2964  -0.2617
C 0.3012 2.9069 3.0771  0.1938
N 1.4415 -0.9695 1.2638  0.6639
H -0.4733 -5.4835 -5.3141  0.4335
H 1.2121 -6.5218 -3.8671  0.4366
H 1.9270 -5.4200 -1.7507  0.5793
H 3.2840 -4.6239 2.0552  0.5795
H 4.4940 -4.6230 4.2316  0.4355
H 4.5300 -2.6208 5.6488  0.4435
H 3.3361 -0.5485 4.9568  0.5851
H -1.5019 -3.3022 -4.7142  0.5876
H -3.5004 0.2599 -4.7215  0.5789
H -4.8022 2.2816 -5.3423  0.4319
H -4.7800 4.2803 -3.9208  0.4268
H -3.4616 4.3283 -1.8111  0.5707
H -2.0648 5.1091 1.9679  0.5761
H -1.4533 6.1493 4.1456  0.4203
H 0.2286 5.1186 5.6015  0.4274
H 1.3723 3.0122 4.9382  0.5773
N 3.5945 0.8602 0.0273  -0.1886
C 3.1898 0.5790 -1.2380  0.8229
C 4.1293 0.2026 -2.2154  -1.0200
C 3.7167 0.0260 -3.5100  -0.3946
C 2.3740 0.2431 -3.8321  -0.9140
C 1.5087 0.5410 -2.8145  -0.3409
N 1.8765 0.6613 -1.5203  -0.0168
H 4.5781 0.9372 0.2125  0.2424
H 2.9805 1.3644 0.6434  0.0714
H 5.1659 0.0789 -1.9309  0.4028
H 4.4227 -0.2605 -4.2776  0.4453
H 2.0169 0.1731 -4.8489  0.4902
H 0.4595 0.7058 -3.0221  0.5154
N -4.5253 -4.8245 0.3766  -0.4685
C -3.8399 -4.0812 0.9215  -0.1331
C -2.9742 -3.1631 1.5962  0.0472
C -2.6205 -3.3576 2.9294  -0.3301
C -1.7871 -2.4306 3.5282  -1.1450
C -1.3212 -1.3667 2.7746  -0.0435
N -1.6107 -1.2031 1.4802  0.1575
C -2.4403 -2.0746 0.9144  0.1043
H -2.9997 -4.2065 3.4816  0.5309
H -1.4899 -2.5307 4.5624  0.4830
H -0.7005 -0.6107 3.2376  0.4054
H -2.6941 -1.9027 -0.1260  0.4330


Record 5
C28H22BrClN7O2Re | the ωB97M-V functional and the def2-TZVPD basis

* energy above the lowest of the compared OMol25 structures with the same formula, charge and spin: 81.38 kJ/mol
* 2S+1: 2
* net charge: +3
* expectation value of S²: 0.78
* highest occupied orbital energy (alpha / beta): -16.3 / -16.3 eV

Last column: Mulliken spin population.
Element x y z (Å)
Re -1.0502 0.7520 -0.0023  0.0002
N -4.7963 2.8160 -0.8772  0.0001
C -3.9485 1.9147 -0.4411  -0.0002
N -2.6554 2.1507 -0.2891  0.0001
C -2.1837 3.4616 -0.4903  0.0004
N -0.9752 3.7353 -0.1084  -0.0001
N -0.3697 2.6574 0.4401  0.0000
C 0.5982 2.8380 1.2853  0.0012
C 0.9770 1.6504 1.9947  -0.0004
C 1.9615 1.5736 2.9701  0.0007
C 2.1453 0.3801 3.6476  -0.0004
C 1.3331 -0.7026 3.3327  -0.0013
C 0.3758 -0.5647 2.3446  0.0005
N 0.2061 0.5778 1.6686  -0.0004
C -3.0578 4.4531 -1.0526  0.0017
C -2.6293 5.7420 -1.3887  -0.0008
C -3.5241 6.6309 -1.9415  0.0003
C -4.8481 6.2528 -2.1779  -0.0002
C -5.2936 4.9903 -1.8371  0.0002
C -4.3996 4.0984 -1.2629  -0.0013
H -5.7816 2.5920 -0.9306  0.0000
H -4.3346 0.9345 -0.2004  0.0000
H 0.9830 3.8288 1.4972  0.0001
H 2.5509 2.4527 3.1963  -0.0002
H 2.8953 0.2954 4.4224  -0.0001
H 1.4297 -1.6408 3.8605  0.0003
H -0.2841 -1.3833 2.0878  0.0000
H -1.5974 6.0123 -1.2154  -0.0001
H -3.2021 7.6291 -2.2040  0.0000
H -5.5358 6.9523 -2.6332  0.0000
H -6.3188 4.6917 -2.0205  0.0000
C 2.6411 2.2132 -1.5792  0.0040
O 1.8823 1.0825 -1.1173  -0.0046
C 2.5803 -0.0013 -0.6864  -0.0240
C 3.9516 -0.0404 -0.4674  0.0576
C 4.5488 -1.2435 -0.1112  -0.0142
Br 6.4176 -1.2954 0.1625  -0.0020
C 3.8056 -2.4011 0.0217  0.0631
C 2.4191 -2.3696 -0.1734  0.0216
C 1.8212 -1.1527 -0.5091  0.0323
O 0.4411 -1.0394 -0.7238  0.0006
C 1.7073 -3.6306 -0.0562  0.1180
N 2.3713 -4.7882 0.1010  0.0760
C 1.4587 -5.7559 0.1059  0.1941
C 1.6264 -7.1643 0.2382  0.1238
C 0.4963 -7.9311 0.2848  0.0003
C -0.7840 -7.3443 0.1865  0.2412
C -0.9786 -5.9529 0.0709  0.0452
C 0.1454 -5.1823 -0.0136  0.0757
N 0.3638 -3.8198 -0.1081  -0.0203
H 3.3341 1.9107 -2.3642  -0.0014
H 3.1932 2.6787 -0.7604  -0.0009
H 1.9236 2.9170 -1.9913  0.0003
H 4.5606 0.8440 -0.5864  0.0010
H 4.2798 -3.3417 0.2605  0.0033
H 0.2785 -0.9794 -1.6800  0.0019
H 2.6189 -7.5937 0.2609  -0.0034
H 0.5779 -9.0051 0.3758  0.0046
H -1.6541 -7.9881 0.1912  0.0020
H -1.9746 -5.5304 0.0802  0.0044
H -0.3454 -3.1125 -0.2144  -0.0007
Cl -2.3776 -0.7549 -0.8723  0.0001


Record 6
C5H8N4O | the ωB97M-V functional and the def2-TZVPD basis

* energy above the lowest of the compared OMol25 structures with the same formula, charge and spin: 541.90 kJ/mol
* net charge: 0
* highest occupied orbital energy: -9.2 eV

Last column: Mulliken charge in e.
Element x y z (Å)
C 2.6577 -0.2207 1.5132  -1.0439
C 1.8812 -1.1766 0.6232  -0.3985
N 0.5514 -0.6710 0.2952  0.6794
C 0.1271 -0.0753 -0.8300  0.2178
C -1.2198 0.1495 -0.5987  -0.1437
N -1.5128 -0.3086 0.6448  -0.2759
N -0.4298 -0.7496 1.1932  -0.6502
C -2.2420 0.5778 -1.5341  0.2188
N -3.2018 0.1253 -2.1510  -0.5690
H 3.6503 -0.6447 1.7136  0.3415
H 2.7852 0.7541 1.0245  0.2992
H 2.1455 -0.0726 2.4727  0.3308
H 2.3983 -1.3489 -0.3271  0.2927
H 1.7388 -2.1468 1.1144  0.2875
H 0.7626 0.0720 -1.6961  0.3550
O -3.1585 2.1908 -1.2273  -0.7586
H -3.9654 1.2812 -1.9525  0.4909
H -2.9680 2.2640 -0.2780  0.3261


Record 7
C6H10N4 | the ωB97M-V functional and the def2-TZVPD basis

* energy above the lowest of the compared OMol25 structures with the same formula, charge and spin: 411.88 kJ/mol
* 2S+1: 3
* net charge: 0
* expectation value of S²: 2.01
* highest occupied orbital energy (alpha / beta): -6.3 / -7.9 eV

Last column: Mulliken spin population.
Element x y z (Å)
C 1.8018 1.9446 -2.3961  0.7538
C -0.6867 -1.8161 1.9302  0.0057
C -0.6052 -0.6829 1.2239  -0.0082
C 0.6644 1.3176 1.0113  -0.0400
C 1.2973 2.4363 0.7127  0.0395
C -1.8892 -2.6851 1.9104  -0.0003
N -0.5442 -0.6395 -2.4770  0.3765
N 1.1391 0.8753 -2.5628  0.5398
N 0.4164 0.1597 1.2821  0.0093
N 0.2207 0.2093 -2.1024  0.2666
H 1.2907 2.7124 -0.3261  -0.0112
H 2.7886 2.0789 -2.3183  0.0173
H 0.1560 -2.1692 2.5422  0.0002
H -1.4419 -0.3464 0.6391  0.0076
H 1.2330 2.8799 -2.6150  -0.0294
H 1.5140 3.2754 1.3622  0.0052
H -1.9400 -3.4071 2.7599  0.0000
H -2.7499 -2.0205 1.9553  0.0004
H -1.8483 -3.2609 0.9036  0.0007
H -0.8165 -0.8617 -3.4349  0.0664


Record 8
C16H25N6O5 | the ωB97M-V functional and the def2-TZVPD basis

* net charge: +1
* highest occupied orbital energy: -10.7 eV

Last column: Mulliken charge in e.
Element x y z (Å)
O 4.0697 -1.4542 0.4657  -0.7889
O -3.9632 -1.1575 3.2857  -0.6657
O -5.1588 0.8135 -1.2328  -0.6428
O 2.9582 0.4836 0.1169  -0.5321
O 8.6293 1.0017 -1.6054  -0.4672
C 4.0530 -0.3075 0.0431  0.4961
C -4.1986 -0.6995 2.1804  0.6174
C -4.8246 1.3316 -0.1752  0.1965
C 8.5994 2.2546 -2.2115  -0.3252
C 7.3217 2.7881 -2.2506  -0.8373
C 6.5336 -0.2304 -0.6005  -0.9578
C 7.3267 0.7740 -1.2727  0.8044
C 5.2328 0.2720 -0.5893  0.0533
C 6.5313 1.7795 -1.6241  0.6072
C 0.8001 -2.7830 0.5128  0.7673
N -0.3016 -3.4054 0.8293  -0.3257
N 5.2349 1.5254 -1.2312  -0.0624
N -5.6345 2.1232 0.5361  -0.1640
N 0.8068 -1.7048 -0.2572  0.0053
N -3.5344 0.3907 1.7792  -0.0927
N 1.9143 -3.2583 0.9906  -0.2735
C -5.2052 -1.3978 1.2864  -0.9479
C -6.9877 2.5183 0.1375  -0.8492
C -0.3649 -1.0512 -0.8832  -1.5219
C -1.1412 -0.1490 0.0927  -0.0325
C -2.5235 0.2024 -0.4941  -0.8043
C -3.4494 1.0189 0.4416  -0.1643
H 2.3992 0.1113 0.8133  0.4389
H 9.4787 2.7548 -2.6061  0.4467
H 7.0104 3.7446 -2.6575  0.3937
H 6.8972 -1.1586 -0.1701  0.4239
H -1.1770 -3.0644 0.4756  0.1522
H -0.2798 -4.2179 1.4181  0.2057
H 4.4388 2.1579 -1.3266  0.2097
H -5.2966 2.4545 1.4251  0.2439
H 1.7153 -1.3682 -0.5403  0.3135
H -2.9544 0.7798 2.5087  0.2522
H 1.9189 -4.0780 1.5678  0.1988
H 2.7987 -2.7988 0.7836  0.2266
H -4.7744 -1.6217 0.3155  0.2794
H -6.0807 -0.7644 1.1608  0.2320
H -5.5152 -2.3273 1.7620  0.3417
H -7.7217 2.0278 0.7789  0.3004
H -7.1868 2.2335 -0.8987  0.3179
H -7.1038 3.5999 0.2253  0.3118
H -1.0339 -1.8185 -1.2794  0.4790
H -0.0327 -0.4442 -1.7285  0.4306
H -0.5731 0.7629 0.2804  0.2251
H -1.2714 -0.6833 1.0339  0.3797
H -3.0260 -0.7263 -0.7647  0.1415
H -2.3745 0.7704 -1.4146  0.4665
H -2.9794 1.9950 0.5673  0.4964


What is the net charge in the third record? +1